The following is a quantum chemistry calculation of a molecular structure, C45H32Cl6NO4OsP2Te in a non-equilibrium geometry, from OMol25.

XYZ file:
```
92
Properties=species:S:1:pos:R:3:forces:R:3:mulliken_charge:R:1
Os -0.839557 -1.449045 -0.002666 0.85 -0.05 -0.67 2.0917
Te 2.580282 2.732370 -0.610786 0.11 -0.08 0.03 0.5726
C 4.132396 2.133845 0.690057 0.06 0.02 0.02 0.2752
C 4.590029 3.043317 1.630909 0.01 0.01 -0.01 -0.4170
C 5.600783 2.644288 2.497745 -0.01 0.02 -0.04 -0.4335
N 6.140551 1.430990 2.491573 0.00 -0.01 0.00 -0.5689
C 5.696042 0.572137 1.579454 0.01 -0.01 0.02 -0.5911
C 4.709154 0.874418 0.651762 0.01 0.00 -0.04 0.1080
C 1.565722 0.875409 -0.461650 -0.26 0.00 -0.49 -0.8054
P 0.227497 0.451263 0.728676 -0.10 -0.08 0.15 2.3456
C -0.861692 1.893563 0.789967 0.00 0.01 -0.03 0.2577
C -0.931468 2.850113 -0.212884 -0.04 -0.01 -0.14 -0.4787
C -1.817858 3.914815 -0.104906 -0.03 -0.02 0.02 -1.0366
C -2.640294 4.019805 1.005226 0.00 -0.02 -0.03 -0.5144
C -2.599582 3.043942 1.994420 -0.02 0.02 -0.01 -1.0236
C -1.721956 1.980849 1.885993 0.11 0.06 0.02 -0.6857
C 1.165536 0.587537 2.281661 -0.01 0.00 0.00 1.0538
C 1.623192 -0.551290 2.939198 -0.05 -0.04 0.04 -0.2393
C 2.424530 -0.437292 4.065763 -0.01 -0.02 -0.02 -1.1582
C 2.777404 0.816794 4.540935 0.00 0.03 -0.01 -0.6620
C 2.303935 1.957439 3.905608 -0.03 -0.03 0.02 -0.6829
C 1.497470 1.846799 2.784816 -0.01 0.02 0.03 -0.5197
P 1.745743 -0.392988 -1.507181 0.70 -0.07 0.66 0.3818
C 3.100062 -0.492082 -2.657491 -0.28 -0.03 -0.20 0.9327
C 3.305763 0.510984 -3.606573 0.02 0.11 0.02 -0.4317
C 4.366396 0.406606 -4.488065 0.00 0.00 -0.01 -0.7851
C 5.202541 -0.701942 -4.440887 -0.01 0.03 -0.02 -0.5335
C 4.975481 -1.718368 -3.523554 -0.04 -0.02 0.06 -0.8743
C 3.915726 -1.629326 -2.636071 0.02 0.01 0.00 -0.1502
C 1.395780 -1.969357 -0.715681 -0.21 0.21 0.47 0.4861
C 0.535098 -2.972529 -1.203997 -0.45 -0.13 0.36 -0.7271
C 0.598285 -4.270402 -0.625139 0.10 -0.01 -0.11 -0.8283
C 1.472643 -4.552158 0.383330 -0.07 -0.08 -0.05 -0.7762
C 2.353042 -3.556472 0.855558 0.05 0.10 0.05 -0.7241
C 2.330871 -2.301334 0.324498 0.10 -0.13 -0.13 -0.4928
H 4.170040 4.037426 1.718134 -0.01 -0.01 -0.01 0.4272
H 5.979451 3.336987 3.240896 0.01 0.00 0.00 0.3963
H 6.156908 -0.410094 1.579972 0.00 0.00 0.00 0.3994
H 4.428046 0.137804 -0.088609 -0.03 -0.02 -0.04 0.3953
H -0.306433 2.775102 -1.098133 -0.03 -0.02 0.04 0.5213
H -1.859922 4.663333 -0.885364 -0.01 0.00 -0.01 0.4559
H -3.324801 4.852567 1.096227 -0.01 0.00 0.00 0.5450
H -3.255007 3.114402 2.852597 -0.01 0.01 -0.01 0.4740
H -1.689486 1.229243 2.667544 0.00 -0.01 -0.02 0.4984
H 1.349211 -1.533681 2.581806 0.00 0.00 -0.03 0.1970
H 2.766456 -1.328410 4.575696 0.00 0.00 0.00 0.4831
H 3.410535 0.906717 5.413693 0.00 0.00 0.00 0.4234
H 2.558140 2.936844 4.289181 0.00 0.00 0.00 0.4889
H 1.119255 2.741382 2.306290 0.00 0.00 -0.01 0.4110
H 2.645130 1.366887 -3.653619 0.02 -0.01 0.02 0.4437
H 4.535917 1.186028 -5.218045 0.00 -0.01 0.00 0.4355
H 6.028937 -0.781143 -5.134557 0.00 0.00 0.00 0.4098
H 5.619726 -2.586644 -3.500996 0.00 0.00 0.00 0.4525
H 3.738420 -2.428646 -1.928069 -0.02 0.00 0.00 0.3879
H -0.075100 -2.836839 -2.086269 0.18 0.03 -0.12 0.5742
H -0.057133 -5.035088 -1.018637 -0.02 -0.01 0.00 0.5533
H 1.500239 -5.544807 0.813072 0.01 0.01 0.01 0.4707
H 3.054095 -3.783315 1.648731 -0.01 -0.01 0.00 0.4938
H 3.017701 -1.545494 0.684716 -0.02 0.02 0.02 0.6905
Cl -3.072790 -7.566184 2.879068 0.00 -0.03 0.02 -0.1766
C -2.804994 -6.207900 1.865977 0.00 0.04 -0.05 0.4207
C -2.106475 -5.107340 2.338214 0.00 -0.02 -0.03 -0.1175
Cl -1.485967 -5.074349 3.941342 0.00 0.00 0.01 -0.1921
C -1.899540 -4.021258 1.498557 -0.05 0.02 0.09 1.2261
Cl -1.022235 -2.626382 2.109936 -0.01 0.10 -0.32 -0.3121
C -2.359551 -3.955944 0.180791 -0.05 -0.01 -0.03 -1.6289
O -2.157808 -2.943356 -0.616674 0.06 -0.01 0.05 -0.7336
C -3.063268 -5.094362 -0.272424 0.01 0.03 -0.02 0.6147
Cl -3.612908 -5.070508 -1.899762 -0.01 0.00 -0.02 -0.1760
C -3.282830 -6.189373 0.547113 0.02 -0.01 0.05 0.1262
Cl -4.137429 -7.547157 -0.057421 -0.01 -0.01 0.00 -0.1670
C -4.471743 3.271282 -3.542045 0.01 0.01 0.00 -1.6553
C -4.868439 3.012748 -2.114592 -0.01 -0.01 0.00 1.0938
C -5.391967 4.033874 -1.328223 0.02 0.00 0.01 -0.7167
C -5.822617 3.776328 -0.038690 0.01 0.04 0.02 0.0491
Cl -6.451761 5.081107 0.922917 0.01 0.00 0.00 -0.2064
C -5.752589 2.506019 0.504290 0.03 -0.02 0.01 -0.6461
C -5.220934 1.482570 -0.262212 -0.01 0.04 0.02 -0.3073
C -4.781536 1.741398 -1.549287 -0.03 -0.05 -0.06 0.3698
O -4.390271 0.659113 -2.326166 0.01 0.00 0.05 -0.6032
C -3.037782 0.545259 -2.655354 0.06 -0.03 -0.10 -0.3686
C -2.209102 -0.135891 -1.601698 -0.10 -0.30 0.25 0.4920
O -2.559444 -0.259985 -0.399740 -0.26 0.05 0.06 -1.0930
O -1.077820 -0.658713 -1.924150 -0.22 0.33 0.17 -0.7046
H -4.961748 4.167744 -3.917370 -0.01 0.00 0.00 0.4803
H -4.750874 2.433057 -4.180292 0.00 0.00 0.00 0.3313
H -3.394250 3.425889 -3.646345 -0.01 0.00 0.01 0.2567
H -5.490383 5.032359 -1.734723 0.00 0.00 0.00 0.4327
H -6.108660 2.323815 1.508621 0.00 -0.01 0.00 0.5047
H -5.150459 0.473640 0.119440 0.00 0.00 -0.01 0.4834
H -2.563784 1.506339 -2.885790 -0.02 0.02 0.06 0.1278
H -2.967911 -0.077096 -3.549185 0.00 0.03 -0.02 0.4026
```
Forces are in eV/Å.

Computed properties:
- Charge: +1
- Relative energy (zero: lowest compared OMol25 entry of this formula, charge and spin): 14.22 kcal/mol
- HOMO: -10.1 eV
- Electronic energy: -5892.0375 hartree
- Orbital gap: 5.19 eV